Record 1
Formula: C7H14N2O
Source: OMol25
Level of theory: ωB97M-V/def2-TZVPD

The geometry in XYZ format:
```
24
Properties=species:S:1:pos:R:3:lowdin_charge:R:1
C 0.084 2.651 -0.437 0.027
C 3.057 -0.569 0.660 -0.094
C -0.396 1.490 -0.801 -0.143
C -0.843 0.619 1.626 -0.003
C 0.914 -1.273 -1.332 -0.098
C -2.457 -1.291 0.033 -0.081
C -0.749 0.324 0.064 -0.323
N 1.856 -0.179 0.605 -0.095
N 0.907 -0.612 -0.098 -0.132
O -1.675 -0.377 -0.644 -0.132
H 0.069 3.519 -1.120 0.071
H 0.306 2.760 0.684 0.087
H 3.720 -0.069 1.427 0.058
H 3.584 -1.054 -0.146 0.033
H -0.641 1.345 -1.794 0.083
H -1.408 1.504 1.825 0.074
H -1.235 -0.217 2.155 0.047
H 0.196 0.812 1.979 0.082
H 0.458 -0.752 -2.155 0.069
H 1.873 -1.740 -1.601 0.084
H 0.209 -2.137 -1.337 0.083
H -3.541 -1.142 -0.005 0.090
H -1.966 -1.372 1.041 0.091
H -2.320 -2.242 -0.628 0.121
```

Values from the calculation:
relative energy (zero: lowest compared OMol25 entry of this formula, charge and spin): 526.2 kJ/mol
highest occupied orbital energy: -7.50 eV
orbital gap: 8.35 eV
energy: -12508.48669 eV



Record 2
Formula: C3H5N3O
Source: OMol25
Level of theory: ωB97M-V/def2-TZVPD

The geometry in XYZ format:
```
12
Properties=species:S:1:pos:R:3:lowdin_charge:R:1
H -2.221 1.668 0.317 0.040
N -1.320 1.309 0.016 0.122
C -1.180 0.081 0.339 -0.572
N -2.029 -0.751 1.035 0.116
N -0.086 -0.588 -0.215 0.150
C 0.945 0.019 -0.491 -0.064
C 2.121 0.417 -0.894 -0.166
O 3.187 -0.433 -0.642 -0.023
H -1.854 -1.738 0.900 0.090
H -3.004 -0.504 0.959 0.092
H 2.263 1.230 -1.604 0.121
H 3.176 -0.709 0.280 0.096
```

Values from the calculation:
SMILES: [H]/N=C(\N)N=C=CO
relative energy (zero: lowest compared OMol25 entry of this formula, charge and spin): 315.0 kJ/mol
highest occupied orbital energy: -8.37 eV
orbital gap: 8.68 eV
energy: -9707.31890 eV



Record 3
Formula: C60H146F9N9O25
Source: OMol25
Level of theory: ωB97M-V/def2-TZVPD

The geometry in XYZ format:
```
249
Properties=species:S:1:pos:R:3:lowdin_charge:R:1
N 20.808 5.296 13.222 -0.652
O 21.860 5.865 13.257 -0.007
O 19.852 5.565 12.534 -0.033
O 20.486 4.456 14.096 -0.085
C 18.806 10.687 15.383 -0.380
O 17.718 9.782 15.848 -0.103
O 18.812 11.881 16.283 -0.299
C 20.229 10.097 15.105 -0.557
F 21.138 11.114 14.860 0.084
F 20.669 9.389 16.147 0.130
F 20.322 9.331 14.017 0.098
C 17.032 8.853 14.896 -0.263
C 15.914 8.097 15.529 -0.091
H 15.512 7.343 14.854 0.058
H 16.272 7.592 16.426 0.068
H 15.162 8.814 15.859 0.090
H 17.665 8.014 14.608 0.089
H 16.628 9.396 14.041 0.093
H 18.415 11.153 14.479 0.104
C 16.241 1.438 10.083 -0.422
O 16.982 0.416 10.772 -0.154
O 16.262 2.435 11.065 -0.238
C 16.842 1.780 8.650 -0.518
F 16.385 2.913 8.043 0.112
F 18.167 1.918 8.708 0.116
F 16.667 0.724 7.810 0.125
C 16.578 -1.011 10.547 -0.199
C 17.721 -1.937 11.054 -0.060
H 18.107 -1.526 11.987 0.045
H 17.473 -2.998 11.094 0.089
H 18.457 -1.651 10.304 0.067
H 16.400 -1.288 9.508 0.112
H 15.694 -1.290 11.121 0.113
H 15.242 1.021 9.950 0.136
C 16.070 2.080 17.154 -0.407
O 15.570 3.351 17.481 -0.152
O 17.420 2.379 16.904 -0.255
C 15.770 0.949 18.308 -0.594
F 14.552 0.463 18.017 0.126
F 16.672 -0.023 18.395 0.148
F 15.588 1.384 19.510 0.167
C 14.194 3.530 17.804 -0.230
C 13.832 5.097 17.760 -0.034
H 12.776 5.226 17.525 0.073
H 14.117 5.531 18.718 0.062
H 14.361 5.611 16.957 0.047
H 13.887 2.991 18.701 0.111
H 13.545 3.129 17.026 0.098
H 15.650 1.818 16.183 0.131
C 21.746 5.057 16.989 -0.086
O 20.589 5.219 17.842 -0.172
C 19.335 5.287 17.162 -0.184
C 18.195 5.413 18.177 -0.076
N 18.113 4.279 19.200 0.096
H 17.796 3.541 18.588 0.100
H 19.000 4.076 19.638 0.145
C 17.184 4.543 20.382 -0.068
C 17.276 3.453 21.392 -0.235
O 18.567 3.107 21.783 -0.190
C 19.169 3.953 22.712 -0.077
H 21.787 4.054 16.566 0.050
H 22.670 5.171 17.557 0.080
H 21.689 5.794 16.188 0.080
H 19.025 4.402 16.607 0.106
H 19.292 6.123 16.463 0.132
H 17.263 5.394 17.612 0.107
H 18.103 6.368 18.694 0.137
H 16.190 4.591 19.935 0.135
H 17.616 5.416 20.869 0.134
H 16.909 2.487 21.046 0.123
H 16.500 3.693 22.119 0.147
H 18.418 4.120 23.485 0.105
H 19.281 4.884 22.158 0.080
H 20.142 3.604 23.060 0.101
C 21.711 8.763 11.145 -0.048
O 21.362 10.151 10.811 -0.181
C 21.426 10.546 9.420 -0.195
C 21.602 12.003 9.024 -0.063
N 20.813 12.963 9.877 0.071
H 21.230 13.061 10.791 0.164
H 20.994 13.811 9.359 0.175
C 19.318 12.718 10.052 -0.086
C 18.796 13.487 11.196 -0.209
O 19.666 13.347 12.305 -0.200
C 19.559 14.274 13.375 -0.048
H 20.967 8.098 10.707 0.070
H 21.760 8.587 12.220 0.072
H 22.692 8.459 10.780 0.078
H 20.517 10.144 8.972 0.113
H 22.104 9.868 8.903 0.101
H 21.334 12.232 7.993 0.146
H 22.616 12.346 9.227 0.142
H 19.198 11.667 10.314 0.118
H 18.975 13.040 9.068 0.151
H 17.807 13.062 11.368 0.136
H 18.807 14.528 10.874 0.140
H 18.652 14.877 13.405 0.105
H 20.538 14.707 13.580 0.101
H 19.316 13.570 14.171 0.078
C 9.387 3.208 11.759 -0.055
O 10.818 3.228 11.635 -0.211
C 11.319 4.135 10.661 -0.211
C 12.802 3.861 10.433 -0.036
N 13.786 4.352 11.587 0.085
H 14.695 3.995 11.332 0.091
H 13.880 5.332 11.362 0.138
C 13.360 4.060 13.056 -0.039
C 14.586 3.889 13.973 -0.134
O 15.590 4.915 13.675 -0.223
C 16.766 4.677 14.405 -0.110
H 8.923 3.346 10.782 0.091
H 9.021 3.961 12.457 0.095
H 9.154 2.196 12.090 0.099
H 11.144 5.177 10.929 0.130
H 10.776 3.968 9.732 0.133
H 13.276 4.263 9.538 0.129
H 12.986 2.787 10.445 0.132
H 12.851 3.098 13.107 0.133
H 12.698 4.883 13.327 0.137
H 15.105 2.974 13.687 0.122
H 14.245 4.028 14.999 0.116
H 17.572 5.409 14.363 0.078
H 17.112 3.643 14.432 0.076
H 16.451 4.905 15.424 0.066
C 21.215 -1.046 15.020 -0.096
O 20.648 -0.007 14.295 -0.207
C 19.379 0.418 14.660 -0.195
C 18.501 0.952 13.501 -0.031
N 19.368 1.821 12.517 0.157
H 18.744 2.412 11.986 0.139
H 19.963 2.466 13.017 0.120
C 20.160 0.941 11.536 -0.069
C 21.025 1.843 10.704 -0.219
O 21.710 2.777 11.486 -0.214
C 22.891 2.323 12.135 -0.083
H 22.244 -1.260 14.731 0.083
H 20.742 -1.985 14.733 0.112
H 21.299 -0.752 16.066 0.074
H 19.411 1.251 15.363 0.106
H 18.746 -0.318 15.155 0.141
H 17.657 1.516 13.898 0.112
H 17.921 0.183 12.990 0.096
H 19.477 0.343 10.933 0.119
H 20.967 0.387 12.016 0.118
H 20.368 2.510 10.146 0.121
H 21.713 1.321 10.039 0.137
H 22.580 1.617 12.905 0.085
H 23.228 3.265 12.568 0.086
H 23.665 1.949 11.464 0.072
C 22.362 -2.987 18.987 -0.032
O 22.581 -1.975 17.940 -0.210
C 23.895 -1.539 17.708 -0.229
C 24.244 -0.427 18.587 -0.041
N 24.412 0.936 17.760 0.095
H 24.697 1.634 18.431 0.150
H 25.216 0.855 17.154 0.155
C 23.101 1.439 17.012 -0.043
C 21.910 1.655 17.951 -0.212
O 21.472 0.508 18.629 -0.200
C 20.166 0.542 19.278 -0.012
H 21.315 -3.257 18.850 0.099
H 22.506 -2.672 20.020 0.087
H 22.982 -3.883 18.939 0.091
H 23.842 -1.297 16.646 0.120
H 24.552 -2.408 17.754 0.143
H 25.197 -0.430 19.115 0.135
H 23.519 -0.209 19.371 0.135
H 22.953 0.857 16.102 0.109
H 23.412 2.356 16.512 0.103
H 21.139 2.070 17.302 0.125
H 22.121 2.507 18.596 0.129
H 19.349 0.083 18.721 0.086
H 19.839 1.563 19.474 0.074
H 20.195 0.030 20.240 0.099
C 16.321 10.272 9.520 -0.110
O 17.367 9.535 10.038 -0.225
C 17.260 9.055 11.420 -0.160
C 17.548 7.598 11.456 -0.048
N 16.642 6.959 10.325 0.099
H 15.642 6.981 10.463 0.156
H 16.720 7.596 9.546 0.125
C 17.232 5.531 10.029 -0.045
C 18.477 5.614 9.110 -0.178
O 18.269 6.515 8.003 -0.164
C 19.453 7.013 7.311 -0.069
H 16.388 10.475 8.451 0.102
H 16.323 11.188 10.110 0.093
H 15.375 9.737 9.609 0.088
H 16.244 9.153 11.805 0.127
H 17.991 9.603 12.015 0.131
H 17.210 7.014 12.312 0.123
H 18.593 7.438 11.190 0.111
H 16.387 5.074 9.514 0.108
H 17.468 5.080 10.993 0.116
H 18.851 4.614 8.893 0.120
H 19.338 5.916 9.706 0.096
H 19.896 6.368 6.552 0.084
H 20.295 7.408 7.879 0.060
H 19.072 7.795 6.654 0.093
C 29.556 4.632 9.199 -0.066
O 28.170 4.514 9.589 -0.180
C 27.912 3.136 9.742 -0.236
C 26.502 3.031 10.185 -0.079
N 25.610 3.907 9.270 0.096
H 25.981 4.836 9.135 0.151
H 25.592 3.549 8.326 0.177
C 24.103 4.038 9.632 -0.045
C 23.426 5.154 8.778 -0.179
O 24.135 6.335 8.430 -0.190
C 23.445 7.232 7.574 -0.068
H 30.198 4.622 10.080 0.094
H 29.692 5.551 8.630 0.103
H 30.038 3.824 8.648 0.098
H 28.599 2.633 10.423 0.147
H 27.957 2.694 8.746 0.140
H 26.329 3.359 11.210 0.131
H 26.107 2.015 10.200 0.137
H 24.088 4.376 10.668 0.119
H 23.619 3.066 9.545 0.120
H 22.552 5.490 9.335 0.129
H 23.086 4.693 7.851 0.128
H 22.605 6.773 7.052 0.083
H 23.983 7.603 6.701 0.100
H 23.277 8.053 8.271 0.074
C 27.654 6.870 20.455 -0.078
O 27.937 6.512 19.136 -0.223
C 28.506 5.152 18.994 -0.104
C 28.018 4.580 17.578 -0.033
N 27.074 5.593 16.870 0.064
H 26.765 6.113 17.679 0.136
H 27.573 6.189 16.224 0.182
C 25.913 5.015 16.097 -0.059
C 25.068 6.186 15.404 -0.176
O 24.908 7.305 16.252 -0.207
C 24.185 8.389 15.696 -0.064
H 27.280 6.022 21.029 0.099
H 27.050 7.733 20.178 0.109
H 28.486 7.350 20.971 0.103
H 28.087 4.524 19.781 0.112
H 29.583 4.991 19.035 0.130
H 27.451 3.667 17.759 0.107
H 28.828 4.317 16.897 0.128
H 25.259 4.299 16.594 0.108
H 26.538 4.487 15.377 0.122
H 24.090 5.964 14.978 0.110
H 25.654 6.567 14.568 0.118
H 24.779 8.817 14.889 0.091
H 24.044 9.187 16.425 0.111
H 23.244 8.094 15.231 0.085
```

Values from the calculation:
relative energy (zero: lowest compared OMol25 entry of this formula, charge and spin): 250.7 kJ/mol
charge: +4
highest occupied orbital energy: -10.94 eV
orbital gap: 2.87 eV
energy: -153584.48454 eV



Record 4
Formula: C5H7Cl
Source: OMol25
Level of theory: ωB97M-V/def2-TZVPD

The geometry in XYZ format:
```
13
Properties=species:S:1:pos:R:3:lowdin_charge:R:1
C 1.544 -1.962 0.047 -0.109
C 1.372 -0.727 -0.183 -0.029
C -1.420 0.779 -0.691 -0.148
C -0.696 1.659 0.301 -0.183
C -0.562 0.205 0.366 -0.709
Cl -1.043 -0.785 1.718 0.626
H 2.482 -2.454 -0.045 0.049
H 0.738 -2.579 0.389 0.035
H 2.045 0.021 -0.658 0.070
H -2.486 0.660 -0.914 0.115
H -0.854 0.652 -1.523 0.058
H 0.033 2.501 -0.025 0.134
H -1.155 2.030 1.218 0.091
```

Values from the calculation:
relative energy (zero: lowest compared OMol25 entry of this formula, charge and spin): 430.4 kJ/mol
highest occupied orbital energy: -8.95 eV
orbital gap: 9.98 eV
energy: -17816.01812 eV